# 1
Below is C24H36AlBr4CaClFILiNO10 as an isolated structure, with properties calculated with ωB97M-V with the def2-TZVPD basis set.

Results
Charge   +2
Maximum force   7.44 eV/A
2S+1   1

Each line ends with the Mulliken charge.
Positions of all 81 atoms, in Å:
C: 1.03259 -2.97472 -0.96875  -0.5929
C: 0.55870 -3.76933 0.30561  -0.1988
C: -0.96310 -4.16024 0.32068  -0.7405
C: -1.80377 -3.27660 1.34037  -1.2094
C: -1.51738 -1.76614 1.20905  1.1143
C: -2.15471 -0.94274 0.33897  -0.6923
C: -3.29573 -1.31863 -0.62208  1.2147
C: -2.81914 -2.21540 -1.85240  -1.1950
C: -4.58746 -1.87816 0.11535  -0.9859
C: -5.92690 -1.31609 -0.45373  -1.2792
C: -1.71128 0.52121 0.29600  -0.5190
O: -2.35508 1.39565 -0.22235  -0.6821
C: -0.39288 0.94543 0.89923  0.5530
C: 0.30414 2.29772 0.49932  -0.7328
C: 1.56866 1.89233 -0.37880  -0.1907
O: 1.57369 0.83213 -0.89076  -0.4185
I: 3.27140 3.18511 -0.63320  0.0963
C: 0.24477 0.15454 1.82024  1.7895
C: 1.56571 0.49469 2.54582  -1.8838
N: 2.76709 -0.00129 1.80475  -0.4615
C: -0.43564 -1.18717 2.14810  0.3014
O: -0.09855 -1.74649 3.15415  -0.5426
H: 1.47816 -1.98467 -0.72717  -0.0001
H: 0.17107 -2.80922 -1.65598  0.2015
H: 1.77503 -3.60532 -1.51056  0.3002
H: 0.86686 -3.21476 1.21269  0.3657
H: 1.15124 -4.77348 0.32481  0.2746
H: -1.42706 -4.23241 -0.68543  0.1570
H: -1.01072 -5.19537 0.75040  0.4348
H: -2.87706 -3.55650 1.33544  0.4037
H: -1.41728 -3.57946 2.34763  0.4838
H: -3.62580 -0.35530 -1.09515  0.7873
H: -3.09989 -3.28934 -1.74952  0.7390
H: -1.74375 -2.05426 -2.09133  -0.2254
H: -3.37733 -1.82693 -2.77136  -0.2407
H: -4.54748 -2.99774 0.08075  0.3616
H: -4.44704 -1.62468 1.19501  0.4412
H: -5.85793 -0.19881 -0.48632  0.5986
H: -6.13799 -1.79981 -1.44552  0.0628
H: -6.73883 -1.60783 0.26567  0.4397
H: -0.36041 2.87062 -0.19107  0.5461
H: 0.60175 2.88676 1.40251  0.2038
H: 1.64156 1.60325 2.69432  0.3362
H: 1.60090 0.05090 3.56988  0.5010
H: 3.39267 0.80674 1.72602  0.2110
H: 3.25246 -0.62546 2.45479  0.2851
Cl: 2.52232 -4.99060 1.59682  -0.1670
C: -2.04786 6.14096 1.06851  -0.1157
C: -2.00084 6.60288 2.50468  -0.4196
O: -0.76505 6.06111 2.98684  -0.2843
C: 0.04252 5.85772 1.93486  0.5561
O: 1.18673 5.56738 2.00376  -0.4583
O: -0.64650 6.02849 0.73894  -0.4273
H: -2.55992 6.84079 0.42471  0.4905
H: -2.50881 5.15554 0.95888  0.0363
H: -1.96719 7.69055 2.59200  0.2967
H: -2.83740 6.22633 3.09016  0.3365
C: 6.91750 -5.81618 -1.14661  -0.5931
O: 6.95668 -4.63374 -1.94945  -0.3304
C: 5.80714 -3.96364 -1.99714  0.7872
O: 4.78322 -4.26942 -1.43729  -0.5272
O: 5.98488 -2.88927 -2.77486  -0.3148
C: 4.82757 -2.07083 -2.91771  -0.5544
H: 7.90475 -6.27082 -1.18626  0.2235
H: 6.68896 -5.56973 -0.10960  0.2809
H: 6.19096 -6.52588 -1.54232  0.2820
H: 4.51398 -1.67393 -1.95090  0.2320
H: 4.01578 -2.62989 -3.38543  0.2662
H: 5.09387 -1.23791 -3.56542  0.2546
Al: -1.33947 2.41945 2.60274  0.4331
Br: -3.99804 1.96376 1.43579  -0.6064
C: -0.50328 8.46432 -2.25910  -0.4695
Br: -0.72280 7.02940 -0.92042  0.4520
Br: 1.34646 8.76616 -2.69560  0.0259
Br: -1.57013 8.11226 -3.82170  0.2774
H: -0.88018 9.38152 -1.81488  0.3786
O: 5.23231 -3.82788 3.57804  -0.3333
H: 4.58027 -3.73658 2.88593  0.2980
Li: -7.81876 -0.45682 -1.77801  0.8222
F: -1.57821 10.56421 -5.02889  -0.3726
Ca: -4.93972 -2.36248 -3.84711  0.8319

Forces on atoms 1 to 6 (eV/Å):
C 0.0 -0.5 0.1
C -0.4 0.7 -0.8
C 0.1 -0.6 1.3
C 1.1 -0.1 0.5
C -0.4 -0.2 -0.4
C 0.7 0.4 0.3

=====

# 2
Below is a 10-piece molecular cluster, C48H124N8O18 overall, with properties calculated with ωB97M-V with the def2-TZVPD basis set.

Results
Charge   0
Maximum force   3.80 eV/A
2S+1   1
Energy relative to the best compared isomer or geometry (same formula, charge and spin)   9.8826 eV

Each line ends with the Mulliken charge.
Positions of all 198 atoms, in Å:
C: 0.92766 10.85658 -8.78172  -0.7955
O: 1.75498 10.27484 -7.74746  -0.3268
C: 2.55206 9.06807 -7.89446  -0.4602
C: 3.29870 8.89430 -6.54744  -0.4433
N: 4.19538 7.77563 -6.78520  -0.2319
C: 5.19484 7.37943 -5.80085  -0.5790
C: 6.22387 8.49298 -5.35229  -0.5789
O: 7.37967 8.70279 -6.16485  -0.3908
C: 7.20595 9.47523 -7.36952  -0.5125
H: 1.49283 11.42904 -9.51724  0.3050
H: 0.08752 11.46069 -8.43923  0.2734
H: 0.45343 10.11853 -9.42863  0.3052
H: 3.07162 9.36438 -8.80570  0.3325
H: 1.86242 8.25493 -8.12092  0.2767
H: 2.71381 8.76520 -5.63675  0.3469
H: 3.93439 9.77187 -6.42970  0.2220
H: 3.78747 6.87552 -6.99378  0.2158
H: 5.66952 6.48606 -6.20664  0.3496
H: 4.72067 7.27148 -4.82533  0.3164
H: 6.65899 8.22548 -4.38937  0.3471
H: 5.85312 9.49647 -5.14338  0.3730
H: 6.19922 9.28569 -7.74189  0.1879
H: 7.99480 9.13400 -8.03986  0.2353
H: 7.45282 10.53382 -7.28854  0.2325
C: 6.37571 0.88423 -1.80042  -0.7599
O: 4.95907 0.66854 -1.59706  -0.3339
C: 4.75871 -0.41144 -0.59763  -0.5478
C: 3.32544 -0.44780 -0.13314  -0.5808
N: 2.44325 -0.62171 -1.26308  -0.2771
C: 1.07320 -0.70212 -0.81480  -0.5477
C: 0.25113 -0.72737 -2.10773  -0.6861
O: -0.19084 -1.96706 -2.52797  -0.3863
C: -1.54291 -2.06114 -2.25041  -0.7985
H: 6.91154 1.58617 -1.16145  0.2693
H: 6.39908 1.17380 -2.85099  0.2614
H: 6.91596 -0.06020 -1.73505  0.3199
H: 5.30523 -0.13042 0.30262  0.3993
H: 5.11296 -1.40455 -0.87393  0.3835
H: 3.13130 0.53637 0.29327  0.3144
H: 3.09161 -1.27174 0.54106  0.3108
H: 2.63412 -0.04909 -2.07288  0.2776
H: 0.72929 0.09272 -0.15294  0.4092
H: 0.75140 -1.58688 -0.26550  0.2761
H: 0.74030 -0.32270 -2.99376  0.3450
H: -0.59046 -0.06276 -1.91248  0.4113
H: -1.95491 -3.06769 -2.32254  0.2494
H: -2.17366 -1.44190 -2.88822  0.3239
H: -1.75179 -1.57988 -1.29497  0.3668
C: -12.50476 -6.63749 1.39513  -0.6301
O: -12.36927 -7.69307 2.36320  -0.3663
C: -11.56317 -7.40286 3.52133  -0.4984
C: -10.11099 -7.76304 3.51341  -0.2832
N: -9.61492 -8.21180 4.83533  -0.2889
C: -8.21415 -8.77765 4.83338  -0.7643
C: -7.09395 -7.71555 5.03354  -0.6262
O: -6.86418 -7.35454 3.68188  -0.2406
C: -5.89545 -6.35255 3.62598  -0.7797
H: -11.46560 -6.49197 1.10006  0.3113
H: -12.84600 -5.67513 1.77660  0.2719
H: -13.16988 -6.99678 0.60988  0.2181
H: -11.93981 -7.90825 4.41062  0.2851
H: -11.68482 -6.33665 3.71241  0.2803
H: -9.54258 -6.95861 3.04661  0.2025
H: -10.06937 -8.55046 2.76087  0.2350
H: -10.21964 -8.62685 5.52970  0.2395
H: -7.98675 -9.60674 4.16331  0.3539
H: -8.10384 -9.31192 5.77703  0.4268
H: -6.22125 -8.11626 5.54923  0.4754
H: -7.60706 -6.89177 5.52974  0.3509
H: -6.30213 -5.51888 4.19843  0.3293
H: -5.77507 -6.13051 2.56564  0.2176
H: -4.93705 -6.70057 4.01126  0.2804
C: 16.34172 3.99756 -3.12981  -0.7117
O: 16.44838 4.63872 -4.39525  -0.3365
C: 15.78579 3.95847 -5.49085  -0.5384
C: 15.44658 4.94358 -6.67383  -0.5572
N: 16.56409 5.26325 -7.56274  -0.2890
C: 17.06667 4.23436 -8.45251  -1.0992
C: 16.13264 3.42972 -9.36341  -0.1617
O: 16.78994 2.64081 -10.25686  -0.3269
C: 16.15102 1.63568 -10.98531  -0.6870
H: 16.90147 3.06637 -3.04230  0.2580
H: 15.26616 3.82545 -3.08932  0.3291
H: 16.56995 4.65571 -2.29144  0.2537
H: 14.94230 3.36810 -5.13297  0.4403
H: 16.37091 3.13246 -5.89512  0.3133
H: 15.03231 5.84405 -6.22036  0.3777
H: 14.59380 4.45039 -7.14034  0.3326
H: 16.36987 6.01228 -8.21184  0.3024
H: 17.62666 3.50251 -7.87035  0.3267
H: 17.79327 4.64333 -9.15457  0.4277
H: 15.57108 4.18676 -9.91080  0.2278
H: 15.46977 2.80327 -8.76654  0.2928
H: 16.88294 1.31345 -11.72595  0.2428
H: 15.29287 2.09076 -11.47986  0.3044
H: 15.75821 0.83882 -10.35379  0.2786
C: -7.02457 -11.22361 -2.20288  -0.7454
O: -8.21279 -10.59564 -2.78122  -0.4335
C: -8.29934 -10.56263 -4.18500  -0.6174
C: -9.61253 -11.33962 -4.53212  -0.4206
N: -10.67932 -10.77129 -3.74313  -0.4839
C: -11.74076 -11.71586 -3.38152  -0.7462
C: -12.56763 -11.97656 -4.64804  -0.5519
O: -11.87789 -12.87787 -5.50525  -0.2275
C: -12.64040 -13.39455 -6.54014  -0.7826
H: -6.92008 -12.24502 -2.56882  0.3395
H: -7.09432 -11.31824 -1.11924  0.2484
H: -6.17308 -10.57496 -2.40857  0.2930
H: -7.37415 -10.99232 -4.56905  0.4436
H: -8.39292 -9.61120 -4.70855  0.3284
H: -9.52457 -12.37551 -4.20456  0.2854
H: -9.92502 -11.30223 -5.57569  0.3074
H: -10.15936 -10.45751 -2.93611  0.3423
H: -12.43988 -11.23660 -2.69622  0.4218
H: -11.42696 -12.65497 -2.92578  0.3662
H: -12.96675 -11.07164 -5.10620  0.3428
H: -13.41744 -12.51753 -4.23176  0.4423
H: -11.96909 -14.13742 -6.97094  0.2447
H: -12.97859 -12.65174 -7.26260  0.2978
H: -13.49165 -13.95835 -6.15856  0.3056
C: -11.24101 0.44892 0.97594  -0.7224
O: -11.73589 1.31795 2.00984  -0.4055
C: -12.77040 0.80396 2.86355  -0.0340
C: -12.72445 1.56720 4.12607  -0.6449
N: -13.30802 0.80904 5.26566  -0.3557
C: -14.78462 0.70719 5.47766  -0.9160
C: -15.70794 0.71391 4.21142  -0.4850
O: -15.89896 -0.59287 3.62981  -0.3394
C: -16.58620 -0.57072 2.46429  -0.6485
H: -10.63388 -0.37445 1.35216  0.2764
H: -10.84798 1.02640 0.13919  0.2814
H: -12.17870 0.03607 0.60392  0.2905
H: -12.54811 -0.25497 2.99524  0.3586
H: -13.70169 0.74153 2.30060  0.0480
H: -13.22081 2.53565 4.06416  0.3334
H: -11.72963 1.79724 4.50756  0.2630
H: -12.91110 -0.11948 5.24602  0.2702
H: -14.92131 1.53063 6.17863  0.2619
H: -14.71544 -0.20200 6.07489  0.4346
H: -15.49836 1.52898 3.51872  0.4413
H: -16.70739 1.00520 4.53444  0.5046
H: -17.35149 0.19405 2.59675  0.3190
H: -17.00599 -1.56490 2.31107  0.2355
H: -15.99380 -0.20019 1.62771  0.2328
C: 9.55321 15.36647 8.20333  -0.7529
O: 8.52498 15.40344 7.08490  -0.4193
C: 8.46459 14.05574 6.50001  -0.5651
C: 9.40183 13.75944 5.29443  -0.5617
N: 8.79344 12.95411 4.27679  -0.4762
C: 8.83032 11.53559 4.84679  -0.6112
C: 8.34944 10.44535 3.82048  -0.5254
O: 7.02710 10.16250 4.11817  -0.3006
C: 6.65538 9.11239 3.29648  -0.8318
H: 9.94170 16.32602 8.54456  0.3153
H: 10.45962 14.81433 7.95502  0.2807
H: 9.13664 14.80040 9.03648  0.2999
H: 7.41236 13.96357 6.23091  0.4043
H: 8.51470 13.25824 7.24135  0.3477
H: 10.41719 13.40917 5.48007  0.3920
H: 9.59935 14.77677 4.95659  0.4112
H: 9.41546 13.01589 3.48346  0.2704
H: 8.37768 11.48279 5.83696  0.3133
H: 9.88213 11.30827 5.02029  0.3878
H: 9.00221 9.57278 3.79559  0.3835
H: 8.47364 10.85975 2.82001  0.3059
H: 6.50094 9.46347 2.27619  0.3131
H: 5.76474 8.61898 3.68559  0.2831
H: 7.28851 8.22681 3.24164  0.3359
C: 2.62148 -6.20397 6.68658  -0.7389
O: 2.08723 -5.05202 7.26919  -0.3677
C: 3.04478 -4.35414 8.10578  -0.3721
C: 2.41360 -3.25422 9.01848  -0.7606
N: 1.24740 -3.83466 9.69755  -0.3418
C: 1.46201 -4.70792 10.91427  -0.8086
C: 2.11147 -6.06400 10.86386  -0.2111
O: 1.61762 -6.88977 11.99050  -0.4056
C: 0.35295 -7.41388 11.83332  -0.7030
H: 1.84421 -6.58197 6.02245  0.2644
H: 2.86645 -6.98096 7.41070  0.2907
H: 3.38604 -6.08772 5.91844  0.2977
H: 3.78003 -3.98597 7.39028  0.4565
H: 3.55234 -5.12029 8.69187  0.2659
H: 2.17512 -2.36753 8.43110  0.3337
H: 3.16929 -2.85466 9.69478  0.3147
H: 0.71214 -4.28989 8.97204  0.3260
H: 0.43765 -4.91298 11.22529  0.4172
H: 1.67849 -4.25785 11.88313  0.3461
H: 3.19050 -5.94693 10.96429  0.2343
H: 1.96995 -6.51309 9.88081  0.3146
H: 0.47697 -8.32619 11.24988  0.2704
H: -0.29384 -6.80131 11.20521  0.3149
H: -0.17833 -7.66262 12.75199  0.2624
O: -0.16297 -5.60059 -6.65646  -0.6352
H: -0.55447 -5.24795 -5.85734  0.3175
H: 0.46996 -6.24891 -6.34775  0.3180
O: 2.45193 1.79732 -7.72204  -0.6394
H: 3.33775 1.54577 -7.46073  0.3178
H: 2.11995 1.04021 -8.20455  0.3213

Forces on atoms 1 to 6 (eV/Å):
C 0.8 -1.5 -0.7
O -1.5 1.3 0.9
C -2.1 2.2 -0.1
C 1.1 -0.6 -1.7
N 1.3 -0.8 -0.4
C 0.3 2.8 0.9

=====

# 3
Below is one molecule with the formula C11H11ClSSi, with properties calculated with ωB97M-V with the def2-TZVPD basis set.

Results
Charge   0
Maximum force   4.99 eV/A
2S+1   1

Each line ends with the Mulliken charge.
Positions of all 25 atoms, in Å:
C: -2.00492 -0.81436 -2.30487  -1.1494
Si: -0.26240 -0.39332 -1.56844  0.6061
Cl: 1.15220 -1.40645 -2.47664  -0.2655
C: -0.18057 -1.12784 0.59341  0.0779
C: 0.91409 -1.90044 0.93507  -0.4478
C: 1.13017 -2.25821 2.29024  -0.4946
C: 0.07407 -2.02894 3.22528  -0.3860
C: -1.06663 -1.38443 2.82354  -0.5499
C: -1.17944 -0.88299 1.45853  -0.3016
C: 0.21472 1.40665 -1.20733  0.1093
C: 0.07959 2.60971 -1.89330  -0.4127
C: 1.09678 3.64659 -1.49691  -0.5744
C: 1.89477 3.13397 -0.50907  -0.3888
S: 1.46914 1.56729 0.01057  -0.0196
H: -2.30072 -1.70467 -1.89041  0.4009
H: -2.64995 -0.00966 -2.01560  0.2994
H: -1.95564 -1.04858 -3.34152  0.3955
H: 1.68553 -2.11440 0.31848  0.4097
H: 1.92543 -2.66717 2.83206  0.4041
H: 0.32933 -2.35379 4.22182  0.3457
H: -1.84501 -1.27068 3.49880  0.4350
H: -1.95554 -0.09088 1.24674  0.2321
H: -0.51936 2.96867 -2.66745  0.4251
H: 1.21470 4.57302 -1.98587  0.4122
H: 2.73968 3.55089 -0.09712  0.4371

Forces on atoms 1 to 6 (eV/Å):
C 2.6 1.8 0.2
Si -2.4 0.3 4.4
Cl 1.4 -0.8 -1.0
C 0.5 0.3 -4.7
C -0.3 0.0 4.1
C -3.4 1.2 -0.2

=====

# 4
Below is a 5-piece molecular cluster, C5H20N10O5 overall, with properties calculated with ωB97M-V with the def2-TZVPD basis set.

Results
Charge   0
Maximum force   3.87 eV/A
2S+1   1
Energy relative to the best compared isomer or geometry (same formula, charge and spin)   1.1404 eV

Each line ends with the Mulliken charge.
Positions of all 40 atoms, in Å:
N: -3.23130 -2.70711 -2.14162  -0.4080
C: -3.78244 -1.86829 -3.00270  0.6815
N: -4.72057 -1.08767 -2.40815  -0.4396
O: -3.40941 -1.83114 -4.18271  -0.6533
H: -2.42060 -3.20331 -2.47191  0.2201
H: -3.47365 -2.62185 -1.17043  0.1987
H: -5.31084 -1.46142 -1.68698  0.1953
H: -5.03675 -0.26871 -2.90013  0.2184
N: 2.14639 1.50786 0.26661  -0.2088
C: 2.42127 2.65648 0.90854  0.5873
N: 3.15304 3.51531 0.14055  -0.4617
O: 2.04618 2.89665 2.04415  -0.7179
H: 1.74326 0.78942 0.84124  0.0821
H: 2.65733 1.29380 -0.57068  0.1707
H: 3.78361 3.20218 -0.57471  0.1993
H: 3.37185 4.37207 0.62406  0.2519
N: 2.42030 1.00130 4.14019  -0.3271
C: 1.42255 1.30501 5.01610  0.5161
N: 0.49547 2.22370 4.64038  -0.3153
O: 1.48563 0.77314 6.13133  -0.6872
H: 2.66935 1.64320 3.39747  0.2206
H: 3.14663 0.35684 4.39445  0.1696
H: 0.79544 2.73594 3.82106  0.2777
H: -0.18456 2.62761 5.25622  0.2027
N: -0.71851 -0.75322 -5.00139  -0.3890
C: -0.14433 -0.02184 -4.03540  0.6474
N: 0.02597 -0.63421 -2.84791  -0.1993
O: 0.30010 1.08198 -4.42131  -0.7108
H: -1.32612 -1.49035 -4.66901  0.1506
H: -0.79931 -0.34217 -5.91194  0.2255
H: 0.47478 -0.12823 -2.10402  0.2030
H: -0.43489 -1.51112 -2.69900  0.0953
N: -0.51770 -2.63770 0.85455  -0.5325
C: 0.05779 -1.40697 1.04563  0.6963
N: 0.39918 -1.16016 2.30496  -0.2544
O: 0.37704 -0.64828 0.12205  -0.6751
H: -0.84830 -2.71402 -0.09292  0.2218
H: 0.01253 -3.34314 1.33941  0.2255
H: 0.96308 -0.37950 2.60273  0.1213
H: -0.00949 -1.76211 3.00124  0.2012

Forces on atoms 1 to 6 (eV/Å):
N 0.9 -1.5 1.2
C 0.2 0.6 -2.1
N -0.7 1.0 -0.4
O -0.5 0.5 1.1
H -0.3 -0.3 0.3
H 0.5 -0.2 0.1

=====

Computed HOMO-LUMO gap, in the same sequence as the records: 1.21, 8.93, 9.52, 9.09 eV.
Computed energy, in the same sequence as the records: -13823.35411, -3694.84562, -1573.61786, -1126.45935 Ha.